# 1
{"formula": "C3H6N2O", "method": "ωB97M-V/def2-TZVPD", "smiles": "C1=NCCON1", "fmax_ev_per_a": 3.017, "e_tot_ha": -302.56773, "homo_lumo_gap_ev": 10.05, "de_lowest_kcal_mol": 78.7, "spin_multiplicity": 1, "elements": ["C", "C", "C", "H", "H", "H", "H", "H", "H", "N", "N", "O"], "positions_angstrom": [[0.454, -1.085, 0.213], [-0.970, -0.677, -0.214], [-0.249, 1.447, -0.038], [0.593, -0.912, 1.272], [0.680, -2.064, -0.164], [-1.769, -1.126, 0.436], [-1.231, -1.127, -1.269], [-0.355, 2.528, -0.090], [1.645, 1.454, 0.601], [-1.274, 0.706, -0.155], [1.051, 1.088, -0.116], [1.423, -0.234, -0.475]], "mulliken_charge": [-0.360, -0.407, 0.000, 0.261, 0.338, 0.288, 0.269, 0.355, 0.245, -0.504, -0.170, -0.315]}

***

# 2
{"formula": "C3H6N2O", "method": "ωB97M-V/def2-TZVPD", "fmax_ev_per_a": 0.486, "e_tot_ha": -302.55040, "homo_lumo_gap_ev": 9.63, "de_lowest_kcal_mol": 89.5, "spin_multiplicity": 1, "elements": ["O", "C", "N", "C", "C", "N", "H", "H", "H", "H", "H", "H"], "positions_angstrom": [[2.520, -0.174, -0.290], [1.336, -0.177, -0.057], [0.499, 0.920, -0.192], [-0.931, 0.802, -0.239], [-0.726, -1.134, 0.731], [0.560, -1.321, 0.284], [0.944, 1.688, -0.678], [-1.338, 1.039, -1.234], [-1.452, 1.374, 0.535], [-0.718, -0.510, 1.631], [-1.399, -0.434, -0.110], [0.704, -2.072, -0.383]], "mulliken_charge": [-0.568, 0.364, -0.182, -0.632, -0.594, -0.137, 0.266, 0.307, 0.341, 0.271, 0.324, 0.240]}

***

# 3
{"formula": "C3H6N2O", "method": "ωB97M-V/def2-TZVPD", "smiles": "N#C[C@@H](N)CO", "fmax_ev_per_a": 1.114, "e_tot_ha": -302.63890, "homo_lumo_gap_ev": 10.62, "de_lowest_kcal_mol": 34.0, "spin_multiplicity": 1, "elements": ["N", "C", "C", "O", "C", "N", "H", "H", "H", "H", "H", "H"], "positions_angstrom": [[-0.837, 0.564, 1.159], [0.097, 0.593, 0.037], [0.462, -0.825, -0.452], [0.789, -1.656, 0.641], [-0.468, 1.349, -1.092], [-0.961, 1.901, -1.981], [-1.780, 0.767, 0.863], [-0.811, -0.363, 1.565], [1.022, 1.104, 0.349], [-0.415, -1.282, -0.921], [1.271, -0.781, -1.195], [1.631, -1.371, 1.026]], "mulliken_charge": [-0.601, 0.323, -0.637, -0.536, 0.100, -0.418, 0.274, 0.279, 0.207, 0.334, 0.347, 0.328]}